Density functional theory data (wB97M-V/def2-TZVPD) for a molecular structure, C3H7FN2O in a non-equilibrium geometry.

Summary:
energy above the lowest of the compared OMol25 structures with the same formula, charge and spin: 69.4 kcal per mole
total energy: -10966.155 eV
gap between HOMO and LUMO: 10.3212 eV

ORCA input file:
```
! wB97M-V def2-TZVPD RIJCOSX def2/J DEFGRID3
* xyz 0 1
C 0.8411 0.1010 0.9246
C 0.7243 0.5312 -0.6235
C -0.6902 0.1871 -0.4148
N -0.6099 -0.0602 0.8291
N 1.3468 -0.2873 -1.6197
O -1.4560 -0.4339 1.7359
F -3.1089 0.1669 0.2525
H 1.2957 -0.8806 1.1022
H 1.2594 0.7968 1.6963
H 1.1146 1.4509 -0.8295
H -1.5393 0.0479 -1.0938
H 1.1003 -1.2394 -1.8641
H -2.6051 0.0333 1.1890
H 2.3271 -0.4138 -1.2841
*
```

Atom charges from the Mulliken analysis, given in e for atoms 1 to 5: C -0.5922; C 0.0241; C -0.2285; N 0.4684; N -0.6631